# 1
Here is a molecular structure, C19H20AuFIN4O4Si from the OMol25 dataset. Energies are from ωB97M-V/def2-TZVPD.

Charge: +1
Orbital gap in eV: 4.82
E_HOMO in eV: -11.6
Spin multiplicity: 1
LUMO in Ha: -0.2476
ΔE to the lowest compared entry with this formula, charge and spin in eV: 0.000
E_tot in hartree: -2078.404802

Geometry as XYZ:
```
51
Properties=species:S:1:pos:R:3:lowdin_charge:R:1
Au -1.351 -0.031 1.241 1.10
C 0.647 -2.483 2.000 -0.17
Si 1.718 -1.071 1.456 0.48
C 2.545 -1.498 -0.158 -0.13
C 2.879 -0.613 2.839 -0.15
N 0.618 0.399 1.183 -0.08
C 1.063 1.598 0.797 -0.27
C 2.450 1.852 0.517 0.00
C 2.910 3.094 0.198 -0.03
C 2.020 4.180 0.123 0.02
C 0.672 4.004 0.379 0.02
C 0.214 2.752 0.692 -0.21
F -1.089 2.612 0.919 0.07
H 1.293 -3.202 2.510 0.05
H 0.177 -2.997 1.162 0.03
H -0.139 -2.200 2.704 0.03
H 3.064 -2.451 -0.021 0.06
H 3.276 -0.773 -0.514 0.04
H 1.800 -1.643 -0.943 0.01
H 3.481 -1.494 3.076 0.05
H 2.318 -0.349 3.738 0.05
H 3.562 0.205 2.618 0.03
H 3.145 1.032 0.576 0.08
H 3.962 3.245 0.001 0.13
H 2.388 5.161 -0.146 0.13
H -0.035 4.819 0.310 0.14
I -7.152 1.919 2.292 0.92
C -5.528 0.770 1.778 -0.77
C -5.530 -0.469 1.162 -0.10
N -4.257 -0.847 1.025 0.02
N -3.424 0.078 1.518 -0.14
C -4.182 1.072 1.982 -0.18
H -6.345 -1.085 0.823 0.13
H -3.831 -1.664 0.593 0.14
H -3.740 1.938 2.446 0.11
O -2.048 -3.523 -1.223 0.10
C -1.610 -2.426 -0.961 -0.58
O -1.980 -1.808 0.138 -0.20
C -0.635 -1.769 -1.905 -0.13
C 0.119 -2.609 -2.724 0.00
C 1.038 -2.089 -3.621 -0.03
C 1.208 -0.717 -3.731 0.02
C 0.437 0.100 -2.926 -0.14
C -0.482 -0.396 -2.017 0.02
N 0.606 1.557 -3.027 -0.33
O 1.217 1.996 -3.972 0.12
O 0.128 2.239 -2.132 0.06
H -0.034 -3.676 -2.641 0.13
H 1.620 -2.753 -4.245 0.12
H 1.908 -0.281 -4.429 0.13
H -1.092 0.297 -1.456 0.10
```



# 2
Here is 3 unconnected molecules or ions with the total composition C19H20BClN4O6 from the OMol25 dataset. Energies are from ωB97M-V/def2-TZVPD.

Orbital gap in eV: 5.93
SMILES: Nc1cc2c(c(B(O)O)c1CCC(=O)O)C(=O)N(Cl)C2=O.c1cc[nH]c1.c1cc[nH]c1
E_HOMO in eV: -7.8
Spin multiplicity: 1
LUMO in Ha: -0.0674
E_tot in hartree: -1891.099952

Geometry as XYZ:
```
51
Properties=species:S:1:pos:R:3:lowdin_charge:R:1
N -2.016 -3.819 2.738 0.03
C -1.410 -2.891 1.703 -0.10
C 0.049 -2.195 2.133 0.08
C 0.768 -1.147 1.098 0.00
C 0.016 -0.817 -0.322 0.04
C -1.393 -1.475 -0.835 0.08
B -2.003 -1.082 -2.313 -0.38
O -3.408 -1.421 -2.737 0.00
O -1.200 -0.397 -3.388 0.03
C -2.125 -2.533 0.234 -0.03
C -3.560 -3.251 -0.096 -0.14
C -4.794 -2.151 0.103 -0.09
C -4.280 -0.752 0.817 -0.27
O -3.987 -0.623 2.119 -0.01
O -4.119 0.462 -0.051 -0.03
C 1.051 0.270 -0.969 -0.26
O 0.940 1.189 -1.928 0.01
N 2.399 0.223 -0.259 -0.42
Cl 3.736 -0.443 -1.125 0.74
C 2.174 -0.307 1.168 -0.27
O 2.925 -0.178 2.265 -0.01
H -1.187 -4.281 3.209 0.10
H -2.575 -4.591 2.314 0.07
H 0.576 -2.426 3.158 0.11
H -3.410 -2.404 -3.019 0.12
H -0.437 -0.978 -3.677 0.12
H -3.829 -4.167 0.582 0.11
H -3.592 -3.649 -1.216 0.12
H -5.670 -2.587 0.788 0.14
H -5.254 -1.852 -0.944 0.12
H -4.991 0.954 -0.121 0.13
C 3.653 1.407 -3.808 -0.14
C 2.853 2.154 -4.705 -0.11
C 3.682 2.631 -5.695 -0.14
N 4.955 2.202 -5.425 -0.01
C 4.946 1.450 -4.278 -0.14
H 3.321 0.892 -2.916 -0.02
H 1.786 2.325 -4.637 0.09
H 3.476 3.238 -6.567 0.10
H 5.773 2.407 -5.983 0.15
H 5.859 1.013 -3.896 0.10
C 0.117 3.576 5.111 -0.12
C 1.352 3.301 5.747 -0.12
C 2.114 2.569 4.865 -0.14
N 1.381 2.388 3.721 0.01
C 0.164 3.004 3.860 -0.14
H -0.715 4.133 5.522 0.09
H 1.653 3.605 6.741 0.09
H 3.112 2.161 4.953 0.11
H 1.690 1.881 2.902 0.12
H -0.563 2.980 3.059 0.11
```



# 3
Here is a molecular structure, C19H20BN10OOsS from the OMol25 dataset. Energies are from ωB97M-V/def2-TZVPD.

Charge: +2
Orbital gap (spin up / spin down) in eV: 5.19 / 5.59
E_HOMO (spin up / spin down) in eV: -13.8 / -13.8
Spin multiplicity: 2
LUMO (spin up / spin down) in Ha: -0.3168 / -0.3016
ΔE to the lowest compared entry with this formula, charge and spin in eV: 10.208
E_tot in hartree: -1871.739237

Geometry as XYZ:
```
53
Properties=species:S:1:pos:R:3:lowdin_charge:R:1
Os -1.686 -0.062 0.842 1.43
C -3.612 -2.327 3.741 0.00
C -3.627 -1.277 2.820 -0.06
N -2.424 -1.277 2.257 -0.18
N -1.641 -2.222 2.725 0.03
C -2.360 -2.911 3.670 0.01
B -0.227 -2.256 2.093 -0.75
N 0.424 -0.850 2.317 0.14
C 1.593 -0.493 2.917 -0.01
C 1.784 0.892 2.830 0.01
C 0.710 1.372 2.107 -0.28
N -0.458 0.901 2.317 0.06
N -0.408 -2.416 0.548 0.14
C 0.074 -3.351 -0.314 -0.01
C -0.315 -3.051 -1.626 0.01
C -1.015 -1.863 -1.545 -0.28
N -1.825 -1.667 -0.579 0.06
N 0.728 -3.333 2.598 -0.04
C 0.601 -4.315 3.526 -0.06
C 1.786 -5.002 3.579 -0.04
C 2.611 -4.379 2.640 -0.11
N 1.960 -3.376 2.058 0.04
H -4.416 -2.635 4.388 0.12
H -4.430 -0.597 2.595 0.13
H -2.049 -3.748 4.264 0.12
H 2.259 -1.192 3.404 0.15
H 2.601 1.462 3.244 0.13
H 0.498 2.415 1.812 0.15
H 0.655 -4.211 -0.010 0.15
H -0.112 -3.632 -2.512 0.13
H -1.478 -1.287 -2.365 0.15
H -0.257 -4.541 4.129 0.10
H 2.025 -5.842 4.209 0.11
H 3.627 -4.644 2.398 0.12
N -0.638 3.982 -1.338 0.13
C -0.421 2.746 -1.821 -0.77
S -0.798 1.388 -0.903 0.68
N 0.050 2.603 -3.058 0.08
C 0.673 3.538 -3.927 -0.22
C 0.758 3.188 -5.273 -0.02
C 1.354 4.047 -6.185 -0.05
C 1.890 5.254 -5.758 -0.05
C 1.839 5.591 -4.412 -0.05
C 1.238 4.735 -3.497 -0.04
H -1.119 4.038 -0.456 0.11
H -0.864 4.714 -2.001 0.13
H -0.032 1.660 -3.411 0.13
H 0.342 2.252 -5.629 0.12
H 1.400 3.773 -7.231 0.12
H 2.359 5.923 -6.467 0.12
H 2.283 6.516 -4.069 0.12
H 1.272 5.001 -2.450 0.11
O -3.183 0.766 0.812 -0.34
```



# 4
Here is a molecular structure, C19H20BiF5N5O6PS2 from the OMol25 dataset. Energies are from ωB97M-V/def2-TZVPD.

Charge: -1
Orbital gap (spin up / spin down) in eV: 7.42 / 8.07
E_HOMO (spin up / spin down) in eV: -5.0 / -5.7
Spin multiplicity: 2
LUMO (spin up / spin down) in Ha: 0.0876 / 0.0870
ΔE to the lowest compared entry with this formula, charge and spin in eV: 0.712
E_tot in hartree: -3313.007718

Geometry as XYZ:
```
59
Properties=species:S:1:pos:R:3:lowdin_charge:R:1
Bi 0.429 -0.974 0.229 1.60
N -1.068 2.722 2.157 0.15
C -0.330 3.495 1.306 -0.08
C 0.167 2.653 0.424 -0.16
N -0.147 1.381 0.755 0.00
C -0.978 1.451 1.801 -0.32
C -1.704 0.394 2.330 -0.41
N -1.331 -0.822 1.849 -0.10
C -2.077 -1.715 2.587 -0.12
C -2.889 -0.933 3.425 -0.16
N -2.596 0.374 3.287 0.10
H -1.534 3.057 2.993 0.17
H -0.273 4.530 1.524 0.12
H 0.769 2.911 -0.430 0.12
H -2.010 -2.812 2.490 0.11
H -3.671 -1.206 4.102 0.08
H -3.750 2.151 2.913 0.02
C 0.823 -1.346 -5.129 -0.10
C 0.912 -2.270 -3.973 -0.29
O 2.295 -2.308 -3.499 -0.33
P 2.755 -2.219 -1.940 -0.17
S 1.904 -3.479 -0.736 0.23
S 2.547 -0.364 -1.236 0.23
O 4.299 -2.544 -2.210 -0.32
C 5.097 -2.425 -0.982 -0.30
C 6.286 -1.541 -1.367 -0.07
H -0.157 -1.390 -5.593 0.08
H 1.654 -1.564 -5.881 0.10
H 1.005 -0.337 -4.788 0.07
H 0.673 -3.336 -4.278 0.14
H 0.138 -1.959 -3.291 0.07
H 5.378 -3.368 -0.600 0.10
H 4.432 -1.964 -0.229 0.05
H 6.905 -2.135 -2.025 0.07
H 6.930 -1.276 -0.507 0.08
H 6.000 -0.552 -1.720 0.07
O -3.085 -1.859 -2.394 0.02
C -2.432 -0.942 -1.903 -0.66
O -1.195 -0.808 -1.831 -0.22
C -3.030 0.267 -1.079 -0.15
C -2.426 1.506 -1.150 -0.05
C -2.846 2.563 -0.349 -0.01
C -3.782 2.220 0.676 -0.18
C -4.546 1.021 0.632 0.01
C -4.115 0.021 -0.286 -0.02
N -4.128 3.298 1.597 -0.32
O -4.106 3.016 2.906 0.06
O -3.978 4.489 1.370 -0.01
H -1.628 1.698 -1.889 0.13
H -2.424 3.583 -0.269 0.11
H -5.303 0.794 1.390 0.12
H -4.583 -0.926 -0.345 0.11
F 3.149 -1.439 1.938 -0.03
C 1.966 -0.766 2.168 -0.50
F 1.381 -1.560 3.114 0.00
C 2.454 0.523 2.828 -0.59
F 3.616 0.497 3.526 0.13
F 1.537 1.056 3.673 0.12
F 2.620 1.465 1.920 0.13
```